[1]
A cluster of 2 separate species, C4H8P2 in total. Source: OMol25; level of theory: the ωB97M-V functional and the def2-TZVPD basis.

Each line ends with the Mulliken charge.
Geometry (Å):
H  -2.610  1.275  0.945  0.3195
H  -1.010  -0.738  -1.547  0.3106
H  -1.601  -1.643  -0.124  0.2713
C  1.424  -0.655  -0.358  -0.3071
H  -1.132  2.002  1.569  0.3035
P  2.274  0.962  -0.180  -0.0514
P  2.778  -1.004  0.721  -0.1571
C  -1.566  -0.701  -0.640  -1.0899
H  -2.512  -0.328  -0.948  0.4133
H  3.400  0.754  -1.046  0.0240
C  -1.581  1.291  0.958  -0.9104
H  1.096  -0.799  -1.395  0.3773
C  -0.948  0.324  0.215  0.4565
H  1.989  -0.740  1.830  0.0400

The calculation puts the gap between HOMO and LUMO (spin up / spin down) at 0.30867 / 0.29797 Eh. The calculation puts the HOMO energy (spin up / spin down) at -8.508 / -8.661 eV.



[2]
An isolated molecule of C4H8S. Source: OMol25; level of theory: the ωB97M-V functional and the def2-TZVPD basis.

Each line ends with the Mulliken charge.
Geometry (Å):
H  -1.154  1.659  -0.118  0.3396
C  -1.643  -0.379  0.033  -0.2056
C  1.447  -0.662  0.158  -0.8917
H  1.266  1.316  -0.611  0.3317
S  -3.317  -0.178  -0.043  -0.2066
H  -0.936  -1.079  -0.349  0.1858
C  -0.677  0.828  0.312  -0.4340
C  0.622  0.414  -0.415  -0.7651
H  0.137  0.068  -1.253  0.4755
H  -0.720  0.872  1.385  0.3312
H  2.274  -0.923  -0.533  0.2828
H  0.763  -1.588  0.342  0.2716
H  1.936  -0.349  1.094  0.2850

The calculation puts the gap between HOMO and LUMO at 0.30444 Eh. The calculation puts the HOMO energy at -8.688 eV. As for the SMILES: CCCC=S.



[3]
A structure of composition C4H8S. Source: OMol25; level of theory: the ωB97M-V functional and the def2-TZVPD basis.

Each line ends with the Mulliken charge.
Geometry (Å):
H  0.733  1.873  -0.945  0.2426
C  -0.485  -1.079  -0.858  -1.0432
H  0.255  -1.758  -1.293  0.2527
S  1.838  -0.420  -0.079  -0.3250
C  -0.621  -1.094  0.701  -0.4586
H  -1.251  -0.778  -1.372  0.3505
H  -1.442  -0.778  1.419  0.2702
H  -0.003  -1.872  1.253  0.2012
H  -0.246  2.004  0.925  0.2599
C  0.207  0.026  -0.023  0.9796
H  2.495  0.760  0.865  0.1407
H  -1.266  1.739  -0.511  0.2821
C  -0.215  1.377  -0.083  -1.1527

The calculation puts the gap between HOMO and LUMO at 0.33817 Eh. The calculation puts the HOMO energy at -8.507 eV.



[4]
A structure of composition C4H8S2. Source: OMol25; level of theory: the ωB97M-V functional and the def2-TZVPD basis.

Each line ends with the Mulliken charge.
Geometry (Å):
H  0.153  -2.530  0.015  0.2672
H  -0.682  -2.032  1.732  0.3003
C  -0.535  -0.547  0.123  -0.1869
H  -1.162  1.261  1.473  0.2366
H  0.867  1.935  2.147  0.2674
H  1.017  -0.433  1.485  0.2772
C  -0.618  -1.937  0.551  -1.0687
H  0.085  2.343  0.182  0.2314
H  0.963  0.494  -1.897  0.1885
C  0.160  1.474  1.162  -0.8919
S  -1.840  0.181  -0.524  -0.1396
C  0.640  0.116  0.547  0.4207
H  -1.791  -2.160  0.228  0.2894
S  2.007  0.224  -0.704  -0.1916

The calculation puts the gap between HOMO and LUMO at 0.29892 Eh. The calculation puts the HOMO energy at -8.723 eV.



[5]
A structure of composition C4H8S2Si. Source: OMol25; level of theory: the ωB97M-V functional and the def2-TZVPD basis.

Each line ends with the Mulliken charge.
Geometry (Å):
C  1.719  -0.461  -2.169  -0.4930
H  -1.765  -1.514  1.213  0.2910
H  2.750  -0.646  -2.318  0.3856
S  2.057  0.028  0.128  -0.3181
C  -0.730  1.758  1.133  -0.8648
S  -0.878  0.010  -1.580  -0.1541
H  0.104  -0.661  -3.504  0.3063
H  -0.520  -1.254  2.716  0.3017
H  -1.749  1.960  0.743  0.3137
Si  -0.006  0.197  0.496  0.5252
C  0.511  -0.331  -2.582  -0.1604
C  -0.729  -1.333  1.584  -1.0110
H  0.031  2.485  0.567  0.2257
H  -0.660  1.900  2.199  0.3195
H  -0.134  -2.137  1.373  0.3327

The calculation puts the gap between HOMO and LUMO (spin up / spin down) at 0.25879 / 0.18630 Eh. The calculation puts the HOMO energy (spin up / spin down) at -6.365 / -8.273 eV. The spin multiplicity is 3. As for the expectation value of S²: 2.012.



[6]
An isolated molecule of C4H8S3. Source: OMol25; level of theory: the ωB97M-V functional and the def2-TZVPD basis.

Each line ends with the Mulliken charge.
Geometry (Å):
H  -0.046  2.186  -1.933  0.1325
C  2.414  -0.762  0.370  -0.8433
H  3.381  -0.275  -0.212  0.2837
H  2.201  0.122  1.088  0.2601
C  -0.244  -0.553  0.161  -0.1692
S  1.127  -0.929  -0.956  -0.0435
H  2.602  -1.620  0.985  0.3137
H  -1.415  1.187  1.097  0.2282
S  -0.142  2.551  -0.341  -0.2157
C  -1.505  -0.091  -0.567  -0.3222
H  -1.361  -0.081  -1.748  0.2085
H  -2.860  -0.913  0.990  0.0823
S  -3.111  -0.704  -0.290  -0.1842
H  -0.326  -1.066  1.113  0.3827
C  -0.716  0.950  0.242  -0.1138

The calculation puts the gap between HOMO and LUMO at 0.33365 Eh. The calculation puts the HOMO energy at -8.615 eV. As for the SMILES: CSC1[C@@H](S)[C@@H]1S.



[7]
An isolated molecule of C4H8Se. Source: OMol25; level of theory: the ωB97M-V functional and the def2-TZVPD basis.

Each line ends with the Mulliken charge.
Geometry (Å):
H  -0.822  2.288  0.428  0.2620
H  -1.362  -1.236  0.906  0.2847
H  -0.330  0.600  -2.525  0.1217
H  0.200  -1.978  1.268  0.2687
C  0.183  0.055  0.237  0.7511
H  1.306  1.498  -0.946  0.3327
Se  0.872  -0.163  -2.544  -0.1124
H  2.347  0.186  -0.433  0.3273
C  -0.299  -1.318  0.576  -0.9439
H  -0.161  -1.818  -0.339  0.2665
C  1.223  0.437  -0.765  -0.9565
H  -1.711  0.818  1.359  0.2237
C  -0.781  1.211  0.821  -0.8256

The calculation puts the gap between HOMO and LUMO at 0.32745 Eh. The calculation puts the HOMO energy at -8.420 eV. As for the SMILES: C=C(C)C[SeH].



[8]
An isolated molecule of C4H9BO. Source: OMol25; level of theory: the ωB97M-V functional and the def2-TZVPD basis.

Each line ends with the Mulliken charge.
Geometry (Å):
C  0.884  0.793  -0.432  -0.5958
O  2.012  -1.356  -0.308  -0.5668
H  0.629  -0.748  0.992  0.1941
H  -0.200  1.595  1.149  0.2690
H  1.622  1.695  -0.566  0.2858
C  1.507  -0.256  0.495  -0.1455
H  -2.577  -1.767  0.931  0.2230
H  0.759  0.414  -1.481  0.3122
C  -2.467  -0.961  0.158  -0.6031
H  -0.951  1.988  -0.477  0.2719
H  2.266  0.246  1.107  0.2963
B  -1.424  -0.035  0.082  0.1592
H  -3.102  -1.228  -0.660  0.2515
C  -0.483  1.152  0.147  -0.6585
H  1.524  -1.533  -1.136  0.3070

The calculation puts the gap between HOMO and LUMO at 0.33435 Eh. The calculation puts the HOMO energy at -8.608 eV. As for the SMILES: C=BCCCO.



[9]
An isolated molecule of C4H9BO2. Source: OMol25; level of theory: the ωB97M-V functional and the def2-TZVPD basis.

Each line ends with the Mulliken charge.
Geometry (Å):
H  -1.481  -1.512  -1.361  0.4113
H  -0.208  -1.640  -2.591  0.2876
C  0.019  -0.126  -1.240  -0.1871
H  -0.335  -0.611  2.009  0.3718
H  0.680  0.571  -1.664  0.4597
H  -1.883  -0.336  1.242  0.2468
H  -1.628  -0.540  -2.748  0.2499
H  -1.050  -1.746  0.596  0.3237
O  1.855  1.811  0.174  -0.5685
H  1.221  1.777  2.604  0.2722
C  0.010  0.008  0.136  0.1570
C  -0.880  -0.722  1.068  -1.2256
O  1.031  0.978  2.245  -0.5267
B  0.955  1.046  0.911  0.6034
H  2.582  2.116  0.621  0.2670
C  -0.887  -1.074  -2.001  -1.1425

The calculation puts the gap between HOMO and LUMO at 0.33507 Eh. The calculation puts the HOMO energy at -8.730 eV. As for the SMILES: C/C=C(\C)B(O)O.



[10]
An isolated molecule of C4H9BO2. Source: OMol25; level of theory: the ωB97M-V functional and the def2-TZVPD basis.

Each line ends with the Mulliken charge.
Geometry (Å):
H  1.192  1.151  -1.910  0.3255
C  -2.516  -0.571  -0.336  -0.8116
C  2.046  -0.866  0.655  -0.8653
H  2.788  -0.164  1.217  0.2708
H  2.612  -1.342  -0.155  0.3138
H  -1.812  -1.076  -1.021  0.2599
H  -3.170  0.190  -0.919  0.2520
B  0.898  0.096  0.118  0.4844
O  -0.343  -0.297  0.594  -0.5069
O  -2.042  0.724  1.594  -0.5081
C  1.125  1.299  -0.818  -0.7563
C  -1.679  0.056  0.681  0.5728
H  2.071  1.650  -0.305  0.2088
H  1.757  -1.649  1.404  0.1993
H  -3.250  -1.310  -0.017  0.2952
H  0.322  2.108  -0.782  0.2658

The calculation puts the gap between HOMO and LUMO at 0.40008 Eh. The calculation puts the HOMO energy at -10.347 eV. As for the SMILES: CB(C)OC(C)=O.



What is the formula in the first record?
C4H8P2